Molecular formula: C56H70N14
Method: DFT, ωB97M-V with the def2-TZVPD basis set

Values from the calculation:
Relative energy (zero: lowest compared OMol25 entry of this formula, charge and spin) ... 2.186 eV
Net charge ... 0

Geometry (Å):
H (-0.32821, 4.25295, 0.59462)
H (-3.95750, -5.09900, -5.30175)
N (-4.46024, -3.63250, -1.17958)
C (3.66225, -4.05633, 1.87623)
H (-3.12247, 5.63392, 4.37748)
N (-4.88011, -2.75578, 2.57857)
H (2.65944, 2.44172, 3.20892)
C (-3.67283, -0.39487, -2.09398)
N (1.97719, 2.79570, -4.17573)
H (0.21472, 0.56807, -2.85661)
C (2.44549, 4.82938, -0.93933)
H (1.78988, 5.45238, -2.91272)
C (0.07815, 5.74269, 3.93961)
C (-3.60775, -0.42301, -3.44171)
H (-4.95084, 0.50973, -0.70008)
C (-5.47002, -5.07167, 0.15937)
C (-4.04302, -5.24952, 0.27988)
H (2.05485, -1.46097, -3.09531)
C (-4.63732, 0.44133, -3.90361)
C (-0.35899, -1.83280, 5.55767)
H (0.95970, -3.17846, -1.64825)
H (-1.51390, -1.25617, 3.79432)
H (3.28426, -2.13016, 4.55037)
H (2.37044, 4.15692, 1.00079)
H (-1.09024, -2.24236, -6.64509)
C (0.09122, 1.81085, -4.66200)
C (4.18891, 1.52492, 2.05679)
H (1.97035, 0.47009, 5.42313)
C (6.17124, -0.87341, -0.15217)
C (-0.17011, -0.86366, -1.24440)
C (1.19693, 0.96615, -5.12220)
H (0.84695, 4.59816, 5.68113)
H (-3.08534, -1.14525, -4.05763)
C (1.57476, 5.14159, -1.92315)
H (0.14641, 3.58709, -3.33042)
H (-6.29329, -5.55371, 0.68231)
C (-5.29564, 0.93209, -2.80767)
H (4.75599, -4.68477, -2.95018)
C (3.53872, 2.56584, 2.62768)
C (-1.61706, -3.02883, -6.07422)
C (-3.65868, -0.90396, 2.71541)
H (-0.02401, -1.29364, 0.92823)
C (0.30666, 4.99209, -1.34539)
H (1.73707, 1.83371, -1.49930)
C (4.98760, -1.44998, 0.30882)
H (6.66999, 0.46969, -1.92894)
H (3.88328, 0.56532, -2.03406)
N (2.52061, -2.31252, -2.90491)
H (-1.14609, -2.42492, 6.01051)
C (4.15304, 3.79310, 2.23684)
H (-5.97865, -2.67016, 4.39240)
H (4.02453, -4.86363, 1.26939)
H (3.50686, 4.88697, -0.97716)
H (-1.68286, 3.29296, 3.11818)
C (5.91866, -0.01394, -1.27492)
H (5.12707, -3.77993, 3.47858)
H (-2.44770, -4.16377, -0.89298)
H (-1.84899, 4.50647, 6.32662)
N (-3.19242, -4.42745, -5.38119)
H (1.78689, -3.60381, 0.85230)
C (-2.09823, 5.59038, 4.50120)
H (5.89401, 4.06827, 0.89556)
H (-6.64323, -3.58409, -1.05152)
C (3.91420, -4.02121, -2.85010)
H (1.22269, -1.50563, 7.04568)
C (1.14073, -0.19654, 5.21217)
C (2.31783, 1.62034, -4.84376)
H (-0.66663, 5.10064, -1.85307)
H (3.09314, -1.09308, -0.39417)
H (1.18982, 0.01370, -5.67797)
H (-4.90357, 0.66048, -5.01895)
H (-1.13192, 1.21392, 1.45677)
C (0.43734, 4.43262, -0.11434)
H (-2.06326, 1.90096, -0.80525)
H (-6.09747, 1.67821, -2.68789)
H (-3.55062, -6.00152, 0.85332)
H (-5.28687, -3.58032, 2.12885)
H (-0.85498, -1.51706, -1.66570)
C (-3.86660, -2.10317, 1.98921)
H (4.37963, -2.07229, -4.02719)
H (4.00456, 0.52959, 2.26046)
H (3.88347, 4.76380, 2.62671)
C (0.28620, -0.16715, 4.17926)
C (3.80146, -2.73291, -3.32677)
N (-4.60168, 0.51533, -1.66955)
C (-2.99142, 3.57331, 0.11621)
H (1.76333, 0.80014, 0.87818)
C (2.74370, -4.31360, -2.06416)
H (-3.10772, -0.00634, 2.28642)
H (-3.46679, 4.07705, -0.66104)
H (-3.51566, -3.36793, -7.19912)
C (1.16432, 0.98480, -1.13989)
H (0.82594, 6.01693, 3.26102)
C (-2.84557, -3.50972, -6.35442)
C (4.57491, 0.00122, -1.37126)
N (0.34699, 0.25398, -1.93214)
H (-3.20561, -1.03602, -1.34766)
H (-1.47661, 6.43775, 2.69721)
H (0.10086, 0.53126, 3.36182)
C (-1.97550, 3.15675, 2.08562)
C (-5.26021, -2.19016, 3.75751)
H (-3.13967, 5.06014, 1.68673)
C (-1.27676, -3.54074, -4.77700)
N (5.19930, 2.07689, 1.25351)
C (3.33983, -2.59233, 3.57758)
H (4.71567, -2.06169, 1.11983)
H (-0.94870, 1.54555, -4.70772)
C (1.13900, 0.42413, 0.12782)
H (2.65453, 3.34422, -3.66071)
C (5.14756, 3.44953, 1.35234)
C (4.19456, -3.52356, 3.06731)
H (-4.46089, -0.46777, 4.79346)
H (2.51142, -5.28427, -1.66580)
C (2.42947, -3.45691, 1.70975)
H (-0.37800, -3.37804, -4.24408)
H (5.80096, 1.51973, 0.65372)
N (-0.68729, -1.17925, 4.41122)
C (1.88414, -3.25600, -2.17278)
C (-5.69768, -4.01388, -0.70986)
C (-2.85885, 4.04852, 1.37278)
N (2.23497, -2.56585, 2.69412)
H (-2.46894, -5.00476, -3.52304)
N (4.03907, -0.83541, -0.43345)
H (3.32281, 1.31379, -4.93499)
C (-1.38498, 4.93323, 5.45546)
N (1.76075, 4.34600, 0.15112)
C (-1.59781, 2.18006, 1.23052)
H (1.44841, -1.99838, 2.93649)
C (0.60303, 2.85998, -4.03013)
H (-4.25999, -2.87518, -1.78748)
C (0.75406, -1.27536, 6.11675)
H (7.15578, -1.23996, 0.15744)
H (-3.39175, -2.37611, 1.04874)
C (-4.46515, -1.07159, 3.89557)
C (0.32326, -0.73938, 0.04667)
C (-3.49193, -4.35223, -0.63057)
C (0.00231, 5.04624, 5.11986)
N (-1.21214, 6.04649, 3.57110)
C (-2.27965, -4.36543, -4.39269)
N (-2.20153, 2.41593, 0.01369)

Atomic forces in eV per Å
H -0.290 -0.411 0.547
H 0.227 0.892 -0.605
N -1.509 0.493 -0.344
C -1.083 0.022 0.313
H -1.800 0.350 -0.284
N -0.381 -2.148 -0.762
H -0.446 0.077 0.689
C 0.694 -0.520 1.706
N 0.538 -0.427 0.140
H -0.523 -0.173 -1.343
C 0.610 -0.718 0.111
H 0.243 0.449 -0.579
C -1.666 -0.421 0.383
C -0.472 -0.561 -0.927
H 0.269 0.263 -1.005
C 0.015 0.812 0.154
C -1.078 0.476 -1.243
H 0.063 1.013 -0.381
C -1.038 0.555 -2.308
C -1.423 0.043 0.580
H -0.446 0.574 -0.228
H 0.593 -0.328 0.957
H 0.090 0.285 -0.255
H -1.770 -0.088 -1.113
H -0.348 -0.784 0.444
C -0.472 -2.641 -1.000
C 1.218 2.510 -1.007
H -0.141 -0.073 -0.329
C 1.347 -1.561 0.306
C 1.811 3.080 0.966
C -1.946 -0.781 -1.147
H -0.741 0.539 -0.518
H 0.321 0.272 0.141
C -0.360 0.512 0.300
H 0.402 -0.509 -1.016
H 0.465 -0.158 -0.060
C 0.098 1.354 0.839
H 0.086 0.071 -0.156
C -0.118 0.503 0.097
C 0.639 1.371 0.602
C 0.273 -0.903 -0.627
H 0.359 -0.134 -0.609
C -2.121 -0.635 -1.296
H -0.342 -0.098 -0.029
C 1.343 2.464 -1.483
H -0.748 -0.299 0.687
H 0.737 -0.596 0.519
N 0.588 0.118 -0.324
H 0.518 -0.498 -0.108
C -0.282 -0.476 -0.098
H -0.081 0.085 0.134
H 0.299 0.077 -0.169
H 0.590 -0.161 0.298
H 0.033 -0.221 -0.073
C 1.337 -0.276 0.614
H 0.923 -0.304 0.555
H -0.457 -0.134 0.168
H 0.244 -0.225 0.130
N -0.998 0.285 0.067
H -0.264 0.241 0.304
C 1.791 -0.490 -0.164
H 0.101 0.056 -0.260
H 0.660 -0.077 0.107
C -0.067 0.364 0.600
H 0.099 -0.214 0.328
C 1.177 -0.620 1.756
C 0.331 1.661 1.463
H 0.643 0.133 0.388
H -1.396 -0.057 0.032
H -0.369 0.687 0.421
H 0.531 -0.448 2.455
H 0.125 0.741 -0.446
C -0.095 0.734 0.512
H 0.173 -0.877 -1.156
H 0.550 -0.597 -0.308
H 0.319 -0.163 0.201
H 0.261 0.382 0.502
H -1.028 -0.969 -0.795
C 0.348 2.829 -0.182
H -0.568 -1.008 1.102
H 0.060 -1.980 -0.261
H 0.189 0.071 -0.236
C -2.340 -0.725 -0.657
C -1.538 0.459 -0.305
N -1.045 -0.740 -0.229
C 1.609 -1.373 0.579
H 0.466 0.219 1.334
C 0.538 -0.469 -1.130
H -0.515 -1.375 1.157
H -0.582 0.181 -1.492
H 0.384 0.024 0.165
C -0.088 -0.377 1.219
H 1.236 0.198 -0.441
C -1.455 -1.394 -1.203
C -2.329 0.621 -1.024
N -0.013 -1.252 0.932
H 0.217 0.426 -0.245
H 0.003 0.311 -0.440
H 0.417 -0.261 0.275
C -0.604 1.099 0.609
C 1.128 0.469 -0.486
H -0.305 -0.741 -0.010
C 0.308 0.319 -0.514
N -0.885 -0.418 0.742
C -1.429 -0.486 -0.998
H 0.058 -0.726 0.600
H -0.221 0.036 -0.097
C -0.193 -0.223 -2.015
H -0.406 0.026 -0.107
C 0.218 -0.558 0.392
C 0.129 0.053 -0.099
H -0.090 0.248 -0.287
H 0.034 -0.019 0.372
C 0.464 -0.658 -1.205
H 0.676 0.242 0.432
H -0.143 0.204 0.134
N 0.978 1.551 -1.437
C 1.310 -1.166 0.433
C 0.256 -0.605 0.070
C 0.983 0.512 0.997
N 1.346 0.584 2.001
H 0.565 0.420 -0.296
N 0.258 0.163 -0.402
H 0.899 -0.039 -0.277
C 0.334 0.272 0.406
N 2.692 0.370 0.787
C -0.496 -1.158 -0.261
H -0.536 0.098 -0.325
C 1.159 1.757 1.368
H -0.207 0.596 -0.642
C 0.051 1.148 -1.498
H -0.369 0.443 -0.019
H -0.548 -0.211 0.313
C -0.267 0.795 0.240
C -0.658 0.009 0.567
C 1.508 -1.322 1.403
C 0.615 -0.611 0.536
N 0.044 0.079 0.376
C 0.002 -1.293 1.034
N -1.084 1.590 1.287

These are the Löwdin partial charges, in e, on atoms 1 to 8:
1 H 0.071
2 H 0.158
3 N 0.012
4 C -0.122
5 H 0.090
6 N 0.006
7 H 0.083
8 C -0.208

***

Molecular formula: C5H13NO3P
Method: DFT, ωB97M-V with the def2-TZVPD basis set

Values from the calculation:
Relative energy (zero: lowest compared OMol25 entry of this formula, charge and spin) ... 0.421 eV
Net charge ... -1

Geometry (Å):
H (-0.79918, -1.36240, -0.81228)
O (-2.45588, -0.31423, 1.77331)
C (-0.69462, -0.37504, -0.47047)
H (2.60032, -2.12171, 0.28713)
P (-2.44278, -0.17182, 0.29626)
H (3.12387, -1.25535, -1.32564)
O (-2.62284, 1.46490, 0.07612)
H (1.65861, -2.21946, -1.09340)
C (1.76334, -0.15142, -0.12949)
H (2.54815, 0.21686, 0.49487)
O (-3.31840, -0.88926, -0.60597)
H (1.62664, 0.49014, -1.04023)
C (0.20610, 1.07680, 1.39424)
H (-0.74893, 0.96574, 2.04932)
H (0.42886, -0.97874, 1.43296)
H (-2.60229, 1.50293, -0.86245)
N (-0.43847, 0.61910, -1.45025)
H (1.03661, 1.16577, 2.19732)
H (-1.16031, 0.53998, -2.12627)
C (2.31313, -1.53011, -0.59663)
H (0.16683, 1.97903, 0.80324)
H (-0.62059, 1.54593, -0.92168)
C (0.43183, -0.19764, 0.62998)

Atomic forces in eV per Å
H 0.551 -1.323 -1.032
O -0.050 -0.594 0.396
C -0.733 0.592 4.157
H 0.682 0.339 -0.293
P 2.354 1.326 1.865
H -0.234 -0.885 0.931
O -0.101 -0.171 0.814
H -0.885 0.139 -0.612
C -0.395 -1.126 -0.955
H 0.515 0.716 0.503
O -1.888 -1.318 -1.942
H 0.323 -0.433 1.085
C -0.265 -0.087 3.559
H 1.461 0.380 -1.452
H -0.135 0.122 -1.041
H -0.398 0.674 -1.429
N -0.015 2.473 0.102
H -0.920 0.172 -1.378
H -0.728 0.159 -0.978
C 0.511 0.892 0.054
H 0.071 0.337 -0.102
H 0.433 -1.796 -1.485
C -0.152 -0.588 -0.768

These are the Löwdin partial charges, in e, on atoms 1 to 8:
1 H 0.085
2 O -0.367
3 C -0.394
4 H 0.063
5 P 0.233
6 H 0.074
7 O -0.197
8 H 0.043

***

Molecular formula: C17H31OSi
Method: DFT, ωB97M-V with the def2-TZVPD basis set

Values from the calculation:
Relative energy (zero: lowest compared OMol25 entry of this formula, charge and spin) ... 0.186 eV
Net charge ... +1

Geometry (Å):
H (-1.58142, 2.95987, 1.17464)
H (0.62780, -3.47060, 3.21241)
C (-0.35420, 1.37183, 1.96602)
C (1.08115, -2.58171, 2.76182)
C (2.85987, 1.32927, 2.46639)
H (1.52308, -1.98681, 3.57059)
C (-2.22598, -1.07303, -2.72293)
C (-1.06363, 2.07026, 0.79951)
H (2.60187, 2.24963, 1.92735)
C (-3.28088, 1.43206, -3.29275)
H (-1.80826, 1.41136, 0.33978)
C (-1.95049, 1.29875, -2.85579)
H (1.88862, -2.90276, 2.09032)
H (4.36693, 0.21590, 0.49447)
H (-1.36024, -2.13173, 0.28911)
H (2.63608, -0.10843, -2.44820)
C (-0.57867, -2.65395, 0.84924)
H (-4.14517, -1.86589, -3.26462)
H (0.40002, -1.12993, -2.36595)
H (2.84197, -0.81933, 2.16156)
C (2.53845, 0.09140, 1.61390)
O (0.76054, 0.93661, -2.51460)
H (-3.66888, 2.43236, -3.53811)
H (2.32691, 1.32715, 3.42396)
H (3.14009, -0.76393, -0.31731)
C (-1.34014, 0.96798, 3.07531)
C (0.00007, -1.80606, 1.98892)
Si (0.67793, -0.12676, 1.46770)
H (-0.81817, -1.53806, 2.68151)
H (-1.79419, 1.87040, 3.49801)
H (-1.02873, -3.55753, 1.27446)
H (0.05700, -0.03237, -0.93481)
C (-0.01522, -0.14330, -2.01471)
H (-5.13603, 0.39949, -3.71546)
H (-2.13750, 0.32754, 2.67546)
H (2.51790, 1.51342, -3.29635)
C (2.02215, 0.55236, -3.10147)
H (0.21034, -2.95967, 0.15243)
C (-1.43389, 0.04992, -2.47064)
H (-0.84656, 0.42880, 3.89394)
C (3.29505, 0.13699, 0.28271)
H (1.93898, 0.00179, -4.05903)
H (2.99299, 1.00518, -0.31451)
H (0.39770, 2.06523, 2.38241)
H (-0.36466, 2.39113, 0.02176)
H (3.93276, 1.33596, 2.67910)
H (-1.30786, 2.17904, -2.86553)
C (-3.54735, -0.96155, -3.14294)
H (-1.75645, -2.03297, -2.57447)
C (-4.09164, 0.29471, -3.40457)

Atomic forces in eV per Å
H 0.039 -0.138 -0.104
H 0.092 0.092 -0.083
C 0.225 -0.087 -0.374
C 0.048 0.086 0.008
C -0.147 -0.001 0.007
H -0.066 -0.173 -0.079
C 0.101 0.322 0.505
C -0.114 0.093 -0.059
H 0.133 -0.154 0.145
C 0.373 -0.243 0.200
H 0.057 0.121 0.018
C -0.239 0.192 0.141
H -0.182 0.001 0.181
H -0.138 0.027 -0.135
H 0.086 -0.034 0.020
H -0.400 0.639 -0.099
C -0.128 -0.124 -0.031
H 0.147 0.294 -0.062
H -0.462 0.790 0.608
H -0.043 0.312 -0.208
C -0.179 -0.242 -0.297
O 0.909 -0.869 -0.252
H 0.218 -0.625 0.068
H 0.133 0.052 -0.093
H 0.017 0.068 0.063
C 0.044 -0.123 -0.004
C -0.027 0.194 -0.326
Si -0.009 0.175 1.494
H 0.244 -0.085 -0.265
H 0.027 -0.140 -0.082
H 0.099 0.081 -0.135
H 0.004 -0.431 1.336
C 0.561 0.477 -1.920
H 0.436 -0.102 0.091
H 0.121 0.195 0.123
H 0.107 -0.506 0.107
C 0.031 0.115 -0.022
H -0.153 0.012 0.070
C -0.832 -0.082 -1.046
H -0.139 0.127 -0.065
C 0.164 0.004 -0.091
H -0.458 0.340 0.346
H 0.095 -0.133 0.089
H -0.248 -0.216 -0.142
H -0.073 -0.020 0.028
H -0.110 0.055 -0.024
H -0.153 -0.231 0.241
C -0.057 -0.047 -0.010
H -0.211 -0.362 0.069
C 0.055 0.304 0.049

These are the Löwdin partial charges, in e, on atoms 1 to 8:
1 H 0.094
2 H 0.096
3 C -0.459
4 C -0.109
5 C -0.104
6 H 0.081
7 C -0.054
8 C -0.103